Entry 1:
{"formula": "C3H7N3O", "method": "ωB97M-V with the def2-TZVPD basis set", "max_force_ev_per_a": 6.434, "homo_lumo_gap_ev": 7.695, "elements": ["C", "C", "C", "H", "H", "H", "H", "H", "H", "H", "N", "N", "N", "O"], "positions_angstrom": [[0.910, 0.587, 0.634], [0.574, -1.692, -0.504], [-0.015, -2.019, -1.814], [-1.284, 1.019, 2.050], [-0.972, 3.134, 1.729], [1.853, -0.060, 0.674], [-1.174, 0.998, -0.366], [1.598, -1.915, -0.013], [-0.978, -1.612, -2.354], [0.624, -2.956, -2.226], [-0.730, 1.782, 1.150], [0.747, 1.788, 1.045], [0.136, -0.444, -0.059], [-1.194, -0.218, -0.543]], "mulliken_charge": [0.19, -0.15, -0.59, 0.32, 0.31, 0.13, 0.51, 0.26, 0.27, 0.19, -0.73, -0.35, 0.18, -0.55]}



Entry 2:
{"formula": "C3H7N3O", "method": "ωB97M-V with the def2-TZVPD basis set", "max_force_ev_per_a": 4.015, "homo_lumo_gap_ev": 8.062, "elements": ["N", "C", "C", "C", "N", "N", "O", "H", "H", "H", "H", "H", "H", "H"], "positions_angstrom": [[-1.802, -1.397, -1.088], [-0.956, -1.133, -0.236], [-0.582, -0.675, 0.946], [0.466, 0.399, 0.861], [-0.060, 1.654, 0.443], [1.345, -0.132, -0.305], [0.951, 0.036, -1.655], [-1.533, -1.878, -1.937], [-0.672, -1.267, 1.840], [1.108, 0.439, 1.755], [0.628, 2.397, 0.476], [-0.989, 1.852, 0.790], [1.823, -1.023, -0.204], [0.272, 0.727, -1.685]], "mulliken_charge": [-0.55, 0.69, -0.80, 0.09, -0.52, -0.45, -0.42, 0.28, 0.31, 0.32, 0.22, 0.20, 0.28, 0.35]}



Entry 3:
{"formula": "C3H7N3O", "method": "ωB97M-V with the def2-TZVPD basis set", "max_force_ev_per_a": 0.575, "homo_lumo_gap_ev": 9.088, "elements": ["C", "N", "C", "N", "C", "N", "O", "H", "H", "H", "H", "H", "H", "H"], "positions_angstrom": [[-1.076, -0.619, -1.738], [-0.283, -0.013, -0.755], [0.052, 0.684, 0.222], [-0.163, 1.982, 0.582], [0.907, -0.033, 1.284], [1.226, -1.288, 0.909], [1.177, 0.487, 2.356], [-1.857, -0.029, -2.233], [-1.562, -1.484, -1.264], [-0.398, -1.008, -2.505], [0.159, 2.231, 1.508], [-0.834, 2.570, 0.118], [0.916, -1.585, -0.006], [1.736, -1.894, 1.524]], "mulliken_charge": [-0.74, -0.37, 0.28, -0.39, 0.44, -0.31, -0.67, 0.32, 0.28, 0.27, 0.24, 0.22, 0.21, 0.22]}



Entry 4:
{"formula": "C3H7N3O", "method": "ωB97M-V with the def2-TZVPD basis set", "max_force_ev_per_a": 2.413, "homo_lumo_gap_ev": 9.963, "elements": ["C", "N", "N", "C", "C", "O", "N", "H", "H", "H", "H", "H", "H", "H"], "positions_angstrom": [[1.221, -0.461, 2.239], [1.135, -0.378, 0.951], [-0.165, -0.652, 0.544], [-0.610, 0.036, -0.469], [-2.034, -0.080, -0.911], [0.059, 0.949, -1.249], [1.436, 0.546, -1.564], [0.356, -0.696, 2.883], [2.182, -0.277, 2.740], [-2.628, -0.594, -0.150], [-2.075, -0.650, -1.843], [-2.456, 0.916, -1.070], [1.645, -0.066, -0.759], [1.934, 1.407, -1.342]], "mulliken_charge": [-0.34, -0.33, -0.41, 0.62, -0.92, -0.24, -0.53, 0.28, 0.25, 0.31, 0.23, 0.30, 0.52, 0.27]}



Entry 5:
{"formula": "C3H7N3O", "method": "ωB97M-V with the def2-TZVPD basis set", "max_force_ev_per_a": 4.339, "homo_lumo_gap_ev": 9.745, "elements": ["C", "N", "N", "C", "H", "H", "H", "H", "H", "H", "N", "C", "O", "H"], "positions_angstrom": [[-0.688, 1.154, 0.722], [-0.277, -0.275, 0.756], [-0.930, -1.121, 0.103], [-1.975, -0.839, -0.855], [-0.816, 1.421, -0.300], [-1.524, 1.394, 1.299], [0.262, 1.557, 1.017], [-1.913, -1.571, -1.743], [-2.993, -0.946, -0.332], [-1.915, 0.204, -1.112], [2.840, 0.009, 0.705], [3.586, -0.270, -0.175], [4.525, -0.434, -0.806], [1.818, -0.283, 0.722]], "mulliken_charge": [-0.98, -0.14, -0.24, -0.52, 0.42, 0.33, 0.37, 0.26, 0.25, 0.22, -0.43, 0.48, -0.39, 0.39]}



Entry 6:
{"formula": "C3H7N3O", "method": "ωB97M-V with the def2-TZVPD basis set", "max_force_ev_per_a": 0.489, "homo_lumo_gap_ev": 9.877, "elements": ["C", "N", "C", "N", "C", "N", "O", "H", "H", "H", "H", "H", "H", "H"], "positions_angstrom": [[-1.385, -1.237, 0.892], [-0.878, -0.064, 0.234], [0.346, 0.288, 0.263], [1.367, -0.026, 1.113], [0.839, 0.978, -1.009], [-0.162, 1.219, -1.875], [2.031, 1.155, -1.205], [-1.103, -1.404, 1.941], [-1.011, -2.101, 0.318], [-2.475, -1.241, 0.809], [2.256, 0.394, 0.867], [1.195, -0.204, 2.090], [-1.063, 0.850, -1.593], [0.043, 1.393, -2.844]], "mulliken_charge": [-0.82, -0.52, 0.53, -0.43, 0.41, -0.36, -0.64, 0.25, 0.31, 0.26, 0.24, 0.23, 0.29, 0.24]}



Entry 7:
{"formula": "C3H7N3O", "method": "ωB97M-V with the def2-TZVPD basis set", "max_force_ev_per_a": 0.370, "homo_lumo_gap_ev": [6.885, 6.884], "elements": ["C", "N", "C", "N", "C", "N", "O", "H", "H", "H", "H", "H", "H", "H"], "positions_angstrom": [[0.742, -1.017, -1.414], [-0.334, -1.033, -0.716], [-0.812, 0.047, -0.009], [-2.230, 0.168, 0.050], [-0.099, 0.965, 0.723], [1.470, 0.618, 0.836], [-0.403, 1.862, 1.507], [1.067, -1.936, -1.901], [1.318, -0.106, -1.633], [-2.524, 0.461, 0.978], [-2.642, -0.733, -0.173], [1.722, -0.322, 0.510], [2.030, 1.308, 0.335], [1.655, 0.737, 1.835]], "mulliken_charge": [-0.65, -0.52, 0.19, -0.55, 0.43, -0.39, -0.70, 0.26, 0.40, 0.25, 0.25, 0.37, 0.31, 0.34]}



Entry 8:
{"formula": "C3H7N3O", "method": "ωB97M-V with the def2-TZVPD basis set", "max_force_ev_per_a": 5.570, "homo_lumo_gap_ev": [6.204, 4.551], "total_charge": 2, "elements": ["C", "C", "C", "N", "N", "N", "O", "H", "H", "H", "H", "H", "H", "H"], "positions_angstrom": [[1.645, -0.426, -0.096], [-0.280, 1.201, -0.234], [2.713, -1.344, -0.143], [0.719, 0.348, -0.047], [-2.633, -0.420, 0.184], [-0.582, 2.343, 0.287], [-3.305, -1.356, -0.314], [2.555, -2.232, -0.796], [3.161, -1.554, 0.807], [3.436, -0.636, -0.573], [-3.034, -0.157, 1.008], [-0.159, 2.956, 0.997], [-1.335, 3.002, 0.012], [-2.900, -1.724, -1.092]], "mulliken_charge": [0.58, 0.11, -0.82, -0.02, 0.16, -0.24, -0.08, 0.34, 0.35, 0.31, 0.27, 0.28, 0.33, 0.43]}



Entry 9:
{"formula": "C3H7N3O2", "method": "ωB97M-V with the def2-TZVPD basis set", "max_force_ev_per_a": 1.806, "homo_lumo_gap_ev": 10.448, "elements": ["H", "N", "C", "C", "O", "N", "C", "N", "O", "H", "H", "H", "H", "H", "H"], "positions_angstrom": [[-0.134, -0.150, -3.154], [-0.689, 0.343, -2.439], [-0.060, 0.363, -1.321], [-0.780, 0.948, -0.105], [-1.230, -0.059, 0.846], [-0.147, -0.480, 1.567], [-0.491, -1.342, 2.448], [1.153, -0.222, -1.032], [1.931, 0.511, -0.101], [-0.165, 1.676, 0.439], [-1.692, 1.388, -0.490], [-1.507, -1.724, 2.484], [0.226, -1.811, 3.106], [1.745, -0.355, -1.855], [1.688, 0.054, 0.716]], "mulliken_charge": [0.21, -0.65, 0.46, -0.36, -0.18, -0.29, -0.41, -0.20, -0.42, 0.33, 0.26, 0.28, 0.26, 0.30, 0.42]}